No. 1
7
Properties=species:S:1:pos:R:3 method="wB97M-V/def2-TZVPD" charge=0 gap_ev=8.09
C -0.485 -0.652 -0.234
C 0.534 0.343 -0.026
F 1.581 0.077 0.713
F -0.279 1.590 0.853
S -1.644 -0.470 -1.322
Cl -0.474 -2.091 0.824
H 0.768 1.204 -0.809



No. 2
7
Properties=species:S:1:pos:R:3 method="wB97M-V/def2-TZVPD" charge=0 gap_ev=7.76
C 0.628 0.499 0.091
C -0.634 -0.135 0.293
F -0.812 -1.280 0.959
F -0.480 -0.933 -1.602
S 0.774 2.067 -0.035
Cl 1.986 -0.664 0.086
H -1.462 0.447 0.208



No. 3
8
Properties=species:S:1:pos:R:3 method="wB97M-V/def2-TZVPD" charge=0 gap_ev=9.29
C 2.349 -0.399 0.215
C 0.072 -0.638 -0.018
N 1.891 -0.697 1.394
N 1.246 -1.083 -0.545
N 0.882 -1.468 0.824
F -1.660 -1.596 -0.806
Cl 3.731 0.072 -0.539
H -0.304 0.232 0.217



No. 4
8
Properties=species:S:1:pos:R:3 method="wB97M-V/def2-TZVPD" charge=0 gap_ev="7.67 / 8.12"
C 0.361 0.727 0.703
C 0.708 -0.336 -0.261
N -2.040 0.452 0.521
N -2.020 -0.622 0.024
O 0.943 1.565 1.308
S -0.677 -1.422 -0.581
Cl 1.072 0.506 -1.786
H 1.653 -0.870 0.073



No. 5
9
Properties=species:S:1:pos:R:3 method="wB97M-V/def2-TZVPD" charge=-1 gap_ev=8.15
C 0.751 0.359 -0.814
C 1.556 -0.197 0.923
N -0.363 -0.160 -0.871
O 1.273 0.660 1.680
O 1.584 1.128 -1.124
O 2.081 -1.174 0.627
O -1.260 -0.911 -0.232
Cl -3.449 0.570 -0.112
H -2.174 -0.275 -0.077



No. 6
5
Properties=species:S:1:pos:R:3 method="wB97M-V/def2-TZVPD" charge=0 gap_ev="7.66 / 7.66"
C -0.040 -0.782 0.728
C 1.346 -1.811 -0.338
O 2.182 -2.372 0.188
Cl -1.548 -1.238 0.741
H 0.180 0.088 0.084